<w>
Entry from OMol25: a cluster of 17 separate species, C34H51N17 in total (ωB97M-V with the def2-TZVPD basis set).

```
102
Properties=species:S:1:pos:R:3:mulliken_charge:R:1
C 0.2282 3.6740 2.3338 -0.21
C 1.5675 4.2513 2.1189 0.37
N 2.5655 4.7684 2.0204 -0.53
H 0.0377 3.8418 3.4408 0.43
H 0.0929 2.5743 2.1351 0.05
H -0.5400 4.1905 1.7759 0.01
C 3.9310 4.0861 -0.8044 -0.43
C 4.6082 3.1289 -1.7332 0.42
N 5.2969 2.4215 -2.3073 -0.53
H 4.0377 3.6115 0.1799 0.18
H 2.8691 4.1839 -0.9392 0.00
H 4.4437 5.0463 -0.7921 0.41
C 2.2378 2.3261 -6.3032 -0.92
C 2.1569 2.1568 -4.8554 0.30
N 1.9047 2.1501 -3.7498 -0.32
H 2.6463 1.3770 -6.8033 0.28
H 2.9101 3.2009 -6.4804 0.32
H 1.2509 2.4726 -6.6794 0.29
C 1.6317 -0.3386 5.8124 -0.58
C 3.0269 -0.5918 5.7460 0.42
N 4.1088 -0.9447 5.5799 -0.53
H 1.1526 -1.2495 6.1369 0.21
H 1.1168 -0.0088 4.8776 0.07
H 1.5788 0.4528 6.5167 0.42
C -3.9780 0.8236 0.3378 -0.04
C -3.5253 1.7010 1.4058 0.26
N -3.0726 2.3861 2.2236 -0.60
H -4.3571 1.4963 -0.3749 -0.03
H -4.7369 0.0544 0.6791 0.43
H -3.0962 0.2687 -0.0295 -0.02
C 3.8510 -1.3320 -3.7848 -0.37
C 2.6856 -2.2130 -3.6350 0.43
N 1.7761 -2.9424 -3.5883 -0.50
H 4.7118 -1.9277 -4.1866 0.37
H 4.0707 -0.9094 -2.7632 0.03
H 3.6491 -0.5226 -4.5276 0.05
C -3.5116 -5.2983 -0.4370 -0.52
C -4.8561 -5.9722 -0.4988 0.26
N -5.8224 -6.6570 -0.4687 -0.40
H -3.2222 -5.1759 -1.4216 0.26
H -2.8048 -5.8946 0.0470 0.31
H -3.5622 -4.3132 0.0830 0.09
C 3.9795 0.5034 0.4672 -0.02
C 3.7284 -0.9673 0.5045 0.25
N 3.8312 -2.1038 0.3916 -0.51
H 3.1424 1.0213 0.8038 0.02
H 4.3700 0.8391 -0.4858 -0.10
H 4.8060 0.6266 1.2323 0.33
C -0.6139 -0.1583 -3.6572 -0.15
C -1.6528 -0.7836 -2.8928 0.32
N -2.4202 -1.2856 -2.1871 -0.50
H 0.0154 -0.9549 -4.0271 0.05
H -0.0247 0.6491 -3.1970 -0.24
H -0.9760 0.2854 -4.5156 0.52
C -2.0158 -3.0270 10.1404 -0.86
C -1.8070 -2.8497 8.7427 0.43
N -1.5078 -2.8408 7.6288 -0.35
H -2.9408 -2.5994 10.6223 0.27
H -1.1866 -2.6755 10.8405 0.26
H -1.9996 -4.0883 10.3158 0.26
C 3.6467 -3.6613 3.5097 -1.04
C 2.4402 -2.9110 3.4699 0.35
N 1.4668 -2.2823 3.4154 -0.26
H 4.3955 -3.2736 4.2745 0.28
H 4.0888 -3.7515 2.5782 0.33
H 3.3204 -4.6963 3.8283 0.29
C 0.5935 -3.5053 -6.9159 -0.83
C 0.7988 -2.0828 -7.0790 0.41
N 0.9698 -0.9496 -7.3198 -0.43
H -0.2000 -3.8578 -7.5209 0.34
H 0.4844 -3.6540 -5.8485 0.25
H 1.5062 -4.0074 -7.1874 0.28
C -4.9381 1.3195 -3.0787 -0.09
C -4.0340 0.8825 -4.1340 0.33
N -3.3682 0.8052 -5.0538 -0.47
H -4.3693 1.9955 -2.4662 -0.34
H -5.2149 0.3974 -2.4787 0.21
H -5.8125 1.7970 -3.4511 0.41
C 0.4270 3.0104 -0.7077 0.05
C -0.8727 2.7520 -1.1713 0.23
N -1.9855 2.7403 -1.5235 -0.39
H 0.5448 4.0277 -0.3194 0.48
H 1.2198 2.8992 -1.5131 -0.18
H 0.5870 2.4414 0.2001 -0.25
C 0.3833 -2.0381 -0.1112 -0.51
C 0.4225 -0.7810 0.6926 0.09
N 0.4169 0.1872 1.2945 -0.18
H 1.1929 -1.8974 -0.9026 -0.05
H -0.5607 -2.0385 -0.6271 0.15
H 0.5717 -2.7809 0.6327 0.34
C -4.0511 5.0300 -0.4470 -0.42
C -2.6253 5.4199 -0.1254 0.39
N -1.5716 5.7960 0.0711 -0.43
H -4.6242 5.0690 0.4546 0.30
H -3.9796 4.0217 -0.9337 -0.20
H -4.4535 5.8293 -1.0537 0.39
C -1.8160 -1.3119 3.8127 -0.39
C -2.6682 -1.5686 2.6807 0.27
N -3.3081 -1.7427 1.7251 -0.47
H -0.8294 -1.7653 3.8406 0.00
H -2.3913 -1.5617 4.6464 0.47
H -1.5901 -0.2461 3.8284 0.20
```

***

<x>
Entry from OMol25: a cluster of 17 separate species, C34H51N17 in total (ωB97M-V with the def2-TZVPD basis set).

```
102
Properties=species:S:1:pos:R:3:mulliken_charge:R:1
C 4.7084 -1.8766 4.4477 -0.67
C 5.7873 -1.0186 4.9690 0.27
N 6.5589 -0.3648 5.4934 -0.38
H 5.1391 -2.6651 3.8305 0.25
H 3.9229 -1.4428 3.8289 0.17
H 4.1833 -2.3942 5.2505 0.34
C -2.8916 -5.0551 -2.2369 -0.38
C -3.9462 -5.2425 -1.2149 0.23
N -4.7586 -5.4714 -0.4396 -0.42
H -2.2612 -5.9188 -2.4485 0.09
H -2.2838 -4.1835 -1.9939 0.11
H -3.3706 -4.8063 -3.1838 0.34
C -3.3153 1.2666 -5.0621 -0.84
C -2.5687 0.2573 -5.7168 0.37
N -1.9604 -0.5315 -6.2474 -0.30
H -3.1214 1.0137 -4.0197 0.21
H -4.3664 1.1869 -5.3396 0.33
H -2.8795 2.2498 -5.2396 0.22
C 0.3555 -2.8157 -7.2964 -0.95
C 0.9021 -1.5054 -6.8477 0.56
N 1.3744 -0.4807 -6.4956 -0.50
H 0.8010 -3.5664 -6.6436 0.26
H 0.5560 -3.0682 -8.3376 0.35
H -0.7071 -2.8541 -7.0568 0.31
C 2.1191 -2.9216 1.3267 -0.78
C 2.6368 -2.0324 0.2924 0.43
N 3.0767 -1.3607 -0.5013 -0.41
H 1.4718 -3.5305 0.6956 0.27
H 1.6151 -2.3232 2.0857 0.23
H 2.9741 -3.5266 1.6286 0.33
C 0.3195 7.7550 1.1647 -0.84
C 0.6754 6.3770 1.5562 0.34
N 0.9454 5.2882 1.8108 -0.39
H 1.1186 8.4245 1.4830 0.36
H -0.5211 8.0686 1.7836 0.28
H 0.2708 7.8228 0.0779 0.28
C -4.9242 -1.4770 0.6945 -0.67
C -4.3310 -0.1047 0.6023 0.40
N -3.9709 0.9901 0.5141 -0.42
H -5.1574 -1.7375 1.7269 0.22
H -4.2094 -2.1936 0.2899 0.14
H -5.8475 -1.4528 0.1156 0.34
C 5.5461 3.1856 3.1222 -0.55
C 4.5144 2.7141 4.0499 0.45
N 3.6101 2.4881 4.7494 -0.46
H 5.7330 4.2512 3.2556 0.31
H 5.1298 3.0616 2.1225 -0.10
H 6.5281 2.7152 3.0718 0.31
C 0.3305 2.6432 -4.3448 0.14
C 0.9442 3.7329 -3.5217 0.15
N 1.4157 4.5484 -2.8761 -0.45
H 1.1533 2.3906 -5.0136 0.27
H -0.5607 2.9865 -4.8702 0.16
H 0.2188 1.7969 -3.6669 -0.17
C 3.9272 2.0906 -0.5707 -0.57
C 4.7572 1.1769 0.2657 0.19
N 5.3714 0.4914 0.8703 -0.37
H 4.2028 3.1137 -0.3151 0.38
H 2.9099 1.8227 -0.2856 0.05
H 4.0312 1.9517 -1.6469 0.34
C -2.0456 5.1282 -0.2535 -0.59
C -2.1804 6.1781 -1.2545 0.35
N -2.3091 7.0257 -2.0383 -0.46
H -1.0147 4.7889 -0.3547 0.14
H -2.8119 4.3664 -0.3964 0.27
H -2.1684 5.4905 0.7672 0.28
C -2.9010 -2.6124 4.6723 -0.67
C -2.1216 -2.6608 3.3998 0.26
N -1.5102 -2.6878 2.4458 -0.32
H -2.3501 -2.8931 5.5699 0.32
H -3.7260 -3.3196 4.5870 0.37
H -3.2881 -1.5942 4.6316 0.06
C 0.7457 -6.7278 -3.0197 -1.04
C 0.4935 -5.5808 -2.1472 0.32
N 0.2862 -4.7367 -1.4477 -0.23
H -0.0681 -7.0012 -3.6913 0.31
H 1.0050 -7.6054 -2.4275 0.37
H 1.6363 -6.4905 -3.6016 0.32
C -3.8755 1.6010 3.5139 -0.26
C -4.4802 2.9845 3.5300 0.14
N -4.9958 4.0255 3.5609 -0.40
H -3.3818 1.4249 4.4696 0.31
H -2.9996 1.5499 2.8671 0.04
H -4.6385 0.8321 3.3926 0.15
C 0.9562 -2.1415 -3.7677 -0.18
C -0.1817 -2.9665 -4.2647 0.39
N -1.0248 -3.6295 -4.6489 -0.52
H 1.8635 -2.4517 -4.2860 0.36
H 0.9312 -2.3671 -2.7016 -0.05
H 0.6841 -1.0922 -3.8823 -0.03
C 0.0883 -0.1323 0.7327 0.02
C -0.0183 0.0946 -0.7498 0.39
N -0.0628 0.3155 -1.9047 -0.62
H -0.8446 0.2751 1.1224 -0.02
H 0.7306 0.5750 1.2573 0.37
H 0.2646 -1.1853 0.9525 -0.31
C 0.2993 0.8411 7.3088 -0.77
C 0.0945 -0.0636 6.1591 0.36
N -0.0187 -0.8229 5.3167 -0.36
H 1.2624 1.3380 7.1927 0.24
H 0.3383 0.4565 8.3280 0.30
H -0.5443 1.5313 7.3185 0.24
```

***

Stability, descending: <w>, <x>

***

<w>
Entry from OMol25: a cluster of 21 separate species, H42O21 in total (ωB97M-V with the def2-TZVPD basis set).

```
63
Properties=species:S:1:pos:R:3:mulliken_charge:R:1
O -1.3392 2.1944 -2.8078 -0.72
H -1.7563 1.6665 -2.1218 0.25
H -1.4353 1.6676 -3.6082 0.36
O -0.4949 -1.0183 -4.2020 -0.62
H 0.2558 -1.2219 -4.7624 0.28
H -0.0831 -0.7032 -3.3775 0.30
O -2.3807 -2.5958 0.4525 -0.49
H -2.9835 -1.8409 0.4634 0.32
H -2.6021 -3.3269 1.0287 0.21
O -3.3920 0.1034 -0.8093 -0.56
H -2.5107 -0.1219 -1.1229 -0.05
H -3.8595 -0.2568 -1.6086 0.48
O 3.4036 -1.7755 -1.3936 -0.56
H 3.5113 -2.3883 -2.1273 0.25
H 4.0308 -2.0493 -0.7317 0.24
O 0.5347 1.8677 0.8426 -0.56
H 0.7189 2.6614 0.3512 0.19
H 1.0102 1.0334 0.8060 0.30
O 4.5354 -0.4996 1.2962 -0.53
H 4.8383 -1.0658 2.0000 0.25
H 5.1434 -0.2907 0.5856 0.28
O 0.1338 -2.4068 -0.8498 -0.67
H 0.2823 -3.1817 -1.3911 0.25
H -0.5306 -2.5681 -0.1616 0.31
O 2.8662 -3.5896 1.2478 -0.65
H 3.2194 -2.7598 0.9140 0.25
H 3.2321 -3.6703 2.1250 0.29
O -4.0156 -0.4878 -3.3585 -0.70
H -4.2494 -1.4066 -3.5050 0.34
H -3.0730 -0.3683 -3.4961 0.33
O -0.8428 -0.8229 3.4148 -0.54
H -0.3909 -1.5436 3.8599 0.26
H -0.2644 -0.0514 3.4098 0.31
O 1.8560 -1.0841 0.4690 -0.25
H 2.6845 -0.7096 0.1698 0.13
H 1.4542 -1.9239 0.1919 0.46
O 3.4131 2.4842 2.1671 -0.57
H 2.8634 2.3953 2.9596 0.30
H 2.8912 3.0754 1.6274 0.29
O 1.3859 1.8669 -2.8594 -0.60
H 0.4889 1.5080 -3.0311 0.24
H 1.2098 2.7726 -3.1430 0.31
O 4.9602 0.9770 -1.4344 -0.60
H 5.1154 1.6685 -0.7770 0.32
H 4.2989 1.4020 -1.9908 0.29
O 0.4949 2.6425 3.7125 -0.68
H -0.3099 3.1196 3.4978 0.41
H 0.6920 2.3555 2.8063 0.24
O -2.0752 3.2356 3.2997 -0.66
H -2.7372 3.5683 2.6731 0.36
H -2.1120 2.3336 2.9561 0.30
O -3.3141 -1.4513 3.6947 -0.62
H -2.6621 -0.7598 3.4547 0.34
H -3.2852 -2.1529 3.0438 0.26
O -2.3814 -2.2876 -2.3620 -0.56
H -1.6151 -2.3710 -2.9413 0.30
H -2.0730 -1.7782 -1.6450 0.15
O -3.3588 2.6118 0.9027 -0.64
H -3.4635 1.6456 0.9809 0.26
H -4.1737 2.6463 0.3789 0.31
O -0.2528 0.1917 -1.1561 0.31
H -0.2833 -0.4398 -0.4346 0.08
H 0.6816 0.4153 -1.2136 0.13
```

***

<x>
Entry from OMol25: a cluster of 21 separate species, H42O21 in total (ωB97M-V with the def2-TZVPD basis set).

```
63
Properties=species:S:1:pos:R:3:mulliken_charge:R:1
O 1.7504 3.0208 -2.8852 -0.57
H 1.7927 2.5679 -3.7305 0.26
H 2.4981 2.8252 -2.3226 0.28
O -0.6734 0.0125 -4.2019 -0.60
H -0.2346 0.7549 -3.7527 0.32
H -1.3633 0.4262 -4.7306 0.27
O -0.5730 -4.3981 -1.2708 -0.69
H -1.2505 -3.7042 -1.2557 0.26
H -0.4314 -4.5502 -2.2599 0.40
O -2.3832 -1.5897 3.5496 -0.64
H -2.1636 -1.3461 2.6490 0.32
H -3.1315 -2.1822 3.6051 0.28
O -2.5166 0.5654 -1.6109 -0.59
H -2.3192 0.1098 -2.4490 0.26
H -3.1925 1.1540 -1.9712 0.21
O -1.2960 2.8877 -2.5154 -0.57
H -1.3980 3.6912 -3.0386 0.28
H -0.3268 2.8854 -2.3933 0.30
O -2.2615 -1.8299 -0.8769 -0.57
H -2.5015 -0.8750 -0.7162 0.32
H -3.0246 -2.2719 -0.4839 0.26
O 2.5123 -2.3575 0.7399 -0.69
H 1.6776 -2.0326 1.1403 0.44
H 2.4299 -2.3048 -0.2225 0.32
O 1.8396 4.4851 -0.6565 -0.61
H 2.3845 3.7727 -0.3228 0.30
H 1.3467 4.8849 0.0711 0.28
O 2.4950 0.9861 1.6091 -0.62
H 3.3904 0.6532 1.4261 0.35
H 1.9838 0.3756 2.1433 0.14
O 4.4313 -0.8519 1.3095 -0.72
H 3.9432 -1.6308 0.9893 0.43
H 5.2035 -0.6647 0.7520 0.28
O -2.4409 3.0315 2.5592 -0.55
H -2.4621 3.3017 3.4775 0.26
H -2.5246 3.7141 1.8919 0.26
O 1.0980 -1.8477 -2.2946 -0.50
H 0.7916 -0.9564 -2.0905 0.27
H 1.8869 -1.9303 -2.8303 0.24
O -1.8436 -4.8577 1.2124 -0.63
H -1.2963 -5.0222 1.9893 0.29
H -1.3127 -4.7104 0.4044 0.42
O 0.8268 2.8711 3.0561 -0.58
H 0.0228 2.5083 3.4277 0.30
H 1.6105 2.5354 3.4851 0.28
O 0.1793 1.9601 0.6141 0.00
H 0.1505 2.9277 0.6536 0.05
H 0.8978 1.8016 1.2702 0.26
O 0.4011 1.0899 -1.7508 -0.15
H -0.5256 1.1577 -1.4534 0.18
H 0.8117 1.5267 -0.9642 0.15
O 0.8084 0.6181 4.3091 -0.55
H 0.8394 0.9421 5.2146 0.26
H 0.2893 -0.1964 4.3854 0.28
O -1.7593 0.6287 1.5988 -0.46
H -1.6711 1.3789 1.0089 0.05
H -2.2493 0.9930 2.3449 0.24
O 0.1591 -1.2827 1.1126 -0.22
H -0.3775 -2.0920 1.0670 0.28
H -0.5686 -0.6852 1.4038 -0.03
O -0.6777 -3.5571 -3.6217 -0.75
H -0.9101 -2.6875 -3.2803 0.33
H 0.2721 -3.6727 -3.6369 0.31
```

***

Stability, descending: <x>, <w>

***

<w>
Entry from OMol25: a structure of composition C4H7O3S (ωB97M-V with the def2-TZVPD basis set).

As for the total charge: -1.

```
15
Properties=species:S:1:pos:R:3:mulliken_charge:R:1
C -1.7650 -0.7349 0.0416 0.49
C 2.0147 0.1732 0.0639 -1.15
C -0.4561 -1.0137 0.6267 -1.04
C 0.5655 0.5743 -0.1604 0.72
O -2.4291 0.3665 0.4562 -0.51
O -2.3601 -1.4541 -0.7299 -0.63
O 0.1058 1.5886 0.4164 -0.77
S 0.1896 0.4998 -2.0410 -0.39
H 2.4117 0.1646 1.0403 0.32
H 2.8080 0.8544 -0.5588 0.25
H 1.9610 -0.9139 -0.3396 0.29
H -0.1903 -0.7259 1.6365 0.38
H -0.0659 -1.9646 0.5719 0.52
H -1.9610 1.1352 0.8147 0.39
H -0.8289 1.4504 -1.8385 0.14
```

***

<x>
Entry from OMol25: a structure of composition C4H7O3S (ωB97M-V with the def2-TZVPD basis set).

As for the total charge: -1.

```
15
Properties=species:S:1:pos:R:3:mulliken_charge:R:1
C -2.0478 0.1410 -0.2030 0.63
C 2.0592 0.0850 -0.2779 -1.20
C -0.7223 0.8554 0.0399 -0.37
C 0.6782 -0.4454 -0.5170 -0.05
O -2.3023 -0.7034 0.7109 -0.79
O -2.7217 0.4325 -1.1875 -0.72
O -0.4937 1.0934 1.3779 -0.58
S 0.3348 -1.9697 0.3869 -0.40
H 2.1868 1.0557 -0.7556 0.32
H 2.7916 -0.6118 -0.7000 0.36
H 2.2492 0.1761 0.7882 0.30
H -0.4946 1.7260 -0.5669 0.47
H 0.4393 -0.5779 -1.5720 0.37
H -0.9880 0.3778 1.8260 0.43
H -0.9687 -1.6346 0.6500 0.24
```

***

Stability, descending: <x>, <w>